No. 1
94
Properties=species:S:1:pos:R:3:lowdin_charge:R:1 method="wB97M-V/def2-TZVPD" orbital_gap_ev=7.163 total_charge=0 total_energy_ha=-5692.8137
Zn 2.634 -2.058 -0.453 0.89
Zn 1.985 -1.616 2.679 1.07
C 4.183 -2.469 1.602 -0.61
O 4.496 -1.959 0.449 -0.09
O 4.003 -1.734 2.670 -0.11
O 2.976 -3.001 1.389 -0.22
C 0.443 -1.226 0.661 -0.67
O 0.612 -1.879 -0.454 -0.15
O 0.126 -1.808 1.774 -0.12
O 1.533 -0.559 0.886 -0.16
C 0.505 -3.038 -4.090 -0.66
O 1.379 -2.199 -4.287 0.01
N 0.137 -3.979 -5.006 0.16
N -0.191 -3.056 -2.924 0.16
H 0.582 -4.010 -5.902 0.11
H -0.544 -4.664 -4.736 0.10
H -0.824 -3.827 -2.812 0.09
H 0.102 -2.470 -2.157 0.04
C -1.527 -5.055 1.250 -0.69
O -1.999 -6.166 1.436 0.01
N -1.209 -4.591 0.000 0.16
N -1.242 -4.194 2.262 0.16
H -1.365 -5.145 -0.818 0.09
H -0.812 -3.670 -0.099 0.05
H -1.584 -4.527 3.145 0.10
H -0.760 -3.318 2.084 0.04
C 1.053 3.184 1.736 -0.05
C 0.867 3.232 0.213 -0.42
C 1.353 4.550 -0.374 -0.21
O 0.886 5.690 0.312 -0.18
C -0.460 5.980 -0.011 -0.10
N 1.689 2.128 -0.323 0.05
H 0.900 2.179 2.120 0.07
H 0.311 3.859 2.180 0.07
H 2.029 3.598 1.995 0.09
H -0.184 3.057 -0.030 0.11
H 1.142 4.594 -1.448 0.13
H 2.441 4.541 -0.246 0.12
H -1.175 5.241 0.370 0.08
H -0.585 6.090 -1.092 0.09
H -0.674 6.904 0.526 0.09
H 1.532 1.268 0.197 0.02
H 2.681 2.293 -0.167 0.07
C 4.492 -1.594 -3.670 -0.05
C 4.382 -0.603 -2.523 -0.36
C 4.591 0.828 -3.014 -0.22
O 4.683 1.642 -1.877 -0.19
C 4.931 2.996 -2.211 -0.09
N 3.017 -0.619 -1.899 0.07
H 5.529 -1.658 -4.001 0.09
H 3.944 -1.182 -4.520 0.08
H 4.126 -2.595 -3.455 0.08
H 5.067 -0.810 -1.701 0.13
H 3.765 1.123 -3.679 0.14
H 5.459 0.855 -3.689 0.13
H 5.942 3.036 -2.636 0.09
H 4.929 3.639 -1.334 0.08
H 4.227 3.355 -2.966 0.09
H 2.319 -0.636 -2.644 0.09
H 2.952 0.298 -1.452 0.07
C -3.192 -0.534 2.625 -0.06
C -2.600 0.248 3.800 -0.40
C -3.590 0.376 4.957 -0.23
O -4.263 -0.850 5.136 -0.20
C -5.056 -0.879 6.299 -0.11
N -1.415 -0.470 4.334 0.04
H -2.537 -0.382 1.764 0.05
H -4.185 -0.143 2.385 0.08
H -3.323 -1.598 2.806 0.08
H -2.295 1.254 3.508 0.13
H -4.341 1.161 4.805 0.13
H -2.990 0.666 5.830 0.12
H -5.712 -0.011 6.412 0.09
H -4.424 -0.870 7.199 0.09
H -5.578 -1.832 6.292 0.09
H -0.982 -0.923 3.536 0.01
H -1.714 -1.234 4.932 0.07
C -2.696 -1.139 -1.359 -0.05
C -2.226 0.014 -2.226 -0.40
C -2.409 1.366 -1.530 -0.23
O -3.752 1.644 -1.274 -0.16
C -3.965 2.700 -0.387 -0.12
N -0.810 -0.075 -2.573 0.06
H -3.674 -0.950 -0.906 0.08
H -2.098 -1.265 -0.445 0.05
H -2.660 -2.133 -1.804 0.06
H -2.783 0.094 -3.162 0.14
H -1.950 2.110 -2.196 0.13
H -1.725 1.381 -0.664 0.11
H -4.980 2.680 -0.001 0.09
H -3.847 3.699 -0.845 0.08
H -3.193 2.801 0.388 0.08
H -0.261 -0.266 -1.740 0.04
H -0.575 -0.889 -3.130 0.04

---

No. 2
84
Properties=species:S:1:pos:R:3:lowdin_charge:R:1 method="wB97M-V/def2-TZVPD" smiles=COCCNCCOC.COCCNCCOC.COCCNCCOC.CO.CO orbital_gap_ev=9.024 total_charge=0 total_energy_ha=-1559.8236
C -0.790 -0.837 1.401 -0.08
O 0.381 -1.656 1.367 -0.18
C 1.574 -0.912 1.441 -0.23
C 2.758 -1.841 1.425 -0.21
N 2.733 -2.664 2.633 -0.05
C 3.511 -3.886 2.568 -0.21
C 4.982 -3.667 2.279 -0.24
O 5.236 -3.198 0.976 -0.22
C 6.565 -2.774 0.772 -0.11
H -1.506 -1.269 2.100 0.09
H -1.211 -0.901 0.396 0.07
H -0.542 0.196 1.637 0.07
H 1.600 -0.228 2.300 0.11
H 1.642 -0.231 0.578 0.11
H 3.691 -1.295 1.278 0.11
H 2.720 -2.486 0.531 0.12
H 1.758 -2.885 2.799 0.10
H 3.117 -4.612 1.842 0.12
H 3.465 -4.361 3.549 0.12
H 5.523 -4.604 2.446 0.12
H 5.365 -2.936 3.004 0.13
H 7.271 -3.592 0.925 0.09
H 6.795 -1.923 1.427 0.09
H 6.583 -2.380 -0.243 0.07
C 2.179 2.148 3.642 -0.13
O 2.476 2.546 2.338 -0.18
C 1.442 3.252 1.710 -0.24
C 1.831 3.641 0.312 -0.18
N 2.017 2.435 -0.514 -0.07
C 2.865 2.689 -1.678 -0.19
C 3.344 1.367 -2.247 -0.21
O 4.277 0.856 -1.302 -0.20
C 4.680 -0.468 -1.571 -0.10
H 2.088 3.011 4.318 0.09
H 2.960 1.498 4.025 0.09
H 1.215 1.629 3.728 0.08
H 1.151 4.125 2.314 0.13
H 0.513 2.659 1.666 0.12
H 2.686 4.322 0.252 0.12
H 0.963 4.155 -0.119 0.13
H 2.528 1.749 0.040 0.10
H 3.714 3.326 -1.404 0.12
H 2.363 3.269 -2.461 0.12
H 3.875 1.461 -3.202 0.13
H 2.510 0.668 -2.387 0.12
H 5.114 -0.560 -2.575 0.09
H 3.839 -1.158 -1.463 0.09
H 5.475 -0.720 -0.870 0.07
C -2.820 2.946 1.291 -0.11
O -4.142 2.906 0.791 -0.17
C -4.206 2.212 -0.430 -0.23
C -4.261 0.692 -0.281 -0.21
N -5.357 0.339 0.598 -0.06
C -5.538 -1.054 0.886 -0.21
C -6.068 -1.799 -0.347 -0.23
O -6.039 -3.177 -0.052 -0.19
C -6.545 -3.986 -1.071 -0.13
H -2.340 1.969 1.386 0.07
H -2.862 3.438 2.265 0.09
H -2.169 3.570 0.667 0.08
H -3.463 2.511 -1.178 0.11
H -5.163 2.494 -0.888 0.13
H -3.302 0.354 0.154 0.10
H -4.296 0.226 -1.265 0.11
H -5.374 0.968 1.385 0.11
H -6.266 -1.201 1.686 0.12
H -4.631 -1.586 1.211 0.12
H -5.379 -1.599 -1.176 0.11
H -7.083 -1.491 -0.611 0.13
H -7.602 -3.773 -1.258 0.09
H -6.498 -5.035 -0.770 0.09
H -5.934 -3.935 -1.980 0.09
C -3.317 0.576 -5.384 -0.16
O -1.930 0.845 -5.473 -0.13
H -3.697 0.919 -4.414 0.07
H -3.871 1.107 -6.166 0.08
H -3.489 -0.490 -5.497 0.08
H -1.731 1.768 -5.623 0.07
C -0.817 0.829 -1.974 -0.16
O -0.627 1.560 -0.784 -0.18
H -0.722 -0.261 -1.958 0.08
H -1.863 1.008 -2.253 0.06
H -0.220 1.280 -2.771 0.07
H 0.296 1.918 -0.694 0.03

---

No. 3
107
Properties=species:S:1:pos:R:3:lowdin_charge:R:1 method="wB97M-V/def2-TZVPD" orbital_gap_ev=0.696 total_charge=-2 total_energy_ha=-5573.5159
O -1.553 2.170 3.156 -0.07
C -1.958 3.267 2.592 -0.52
O -1.203 4.456 2.851 -0.29
C -3.276 3.398 1.670 -0.46
P -4.099 5.066 2.200 0.43
S -5.952 4.746 2.801 0.03
C -4.400 2.253 1.993 -0.64
O -5.313 1.975 1.125 -0.14
O -4.444 1.549 3.178 -0.19
N -3.010 3.312 0.203 -0.46
S -2.126 4.674 -0.414 0.72
C -2.480 1.987 -0.213 -0.23
C -1.353 1.976 -1.339 -0.28
O -1.840 2.347 -2.680 -0.15
H -3.430 5.637 3.351 -0.01
H -4.163 5.990 1.111 -0.05
H -1.750 5.535 0.610 -0.13
H -3.378 1.389 -0.638 0.13
H -2.086 1.333 0.658 0.14
H -1.027 0.868 -1.454 0.12
H -0.384 2.531 -1.064 0.10
H -2.762 1.988 -2.671 0.08
C 3.783 -0.919 -3.401 -0.14
O 3.583 -2.194 -2.805 -0.34
P 2.012 -2.569 -2.217 0.75
O 1.335 -1.839 -3.370 -0.26
O 2.220 -1.550 -0.942 -0.24
C 3.346 -1.751 -0.093 -0.12
O 0.454 -2.998 -1.615 -0.25
C 0.441 -4.164 -0.796 -0.15
H 4.857 -0.715 -3.400 0.09
H 3.435 -0.929 -4.436 0.08
H 3.280 -0.130 -2.838 0.10
H 4.095 -0.987 -0.310 0.09
H 3.791 -2.739 -0.235 0.08
H 3.032 -1.647 0.947 0.09
H 1.068 -4.016 0.088 0.08
H 0.803 -5.025 -1.366 0.07
H -0.584 -4.357 -0.477 0.08
C -0.902 -9.922 -6.641 -0.15
O -1.274 -8.610 -6.250 -0.33
P -0.026 -7.446 -6.050 0.75
O 0.795 -7.965 -7.223 -0.28
O 0.454 -8.168 -4.650 -0.26
C -0.521 -8.371 -3.626 -0.12
O 1.112 -6.181 -5.783 -0.24
C 0.572 -5.044 -5.109 -0.14
H -1.730 -10.592 -6.393 0.09
H -0.740 -9.961 -7.720 0.08
H -0.010 -10.261 -6.110 0.09
H -0.803 -9.425 -3.603 0.09
H -1.414 -7.766 -3.792 0.08
H -0.083 -8.105 -2.662 0.09
H 0.205 -5.331 -4.119 0.07
H -0.244 -4.617 -5.696 0.09
H 1.357 -4.295 -4.996 0.08
C -5.104 -10.904 -0.820 -0.15
O -5.477 -9.585 -0.455 -0.33
P -4.230 -8.411 -0.278 0.76
O -3.410 -8.957 -1.441 -0.27
O -3.753 -9.114 1.136 -0.26
C -4.726 -9.297 2.160 -0.13
O -3.073 -7.154 -0.033 -0.25
C -3.592 -5.996 0.618 -0.13
H -5.930 -11.570 -0.558 0.09
H -4.941 -10.963 -1.898 0.08
H -4.211 -11.230 -0.282 0.09
H -5.011 -10.350 2.197 0.08
H -5.618 -8.691 1.984 0.08
H -4.288 -9.017 3.120 0.09
H -3.964 -6.254 1.614 0.08
H -4.401 -5.565 0.023 0.09
H -2.794 -5.260 0.716 0.08
C 5.979 3.739 1.299 -0.16
O 4.967 3.232 2.151 -0.34
P 3.362 3.150 1.536 0.75
O 3.846 2.762 0.143 -0.30
O 3.221 4.788 1.649 -0.26
C 3.453 5.402 2.913 -0.12
O 1.739 3.050 0.977 -0.23
C 0.774 2.800 2.009 -0.15
H 6.824 4.039 1.924 0.08
H 6.318 2.960 0.613 0.07
H 5.633 4.612 0.742 0.09
H 4.430 5.889 2.898 0.08
H 3.428 4.675 3.728 0.08
H 2.687 6.159 3.087 0.08
H 0.784 3.606 2.744 0.07
H 1.003 1.850 2.498 0.08
H -0.212 2.738 1.565 0.04
C 3.450 11.181 5.938 -0.15
O 2.289 10.783 5.226 -0.33
P 2.497 10.103 3.661 0.76
O 3.770 9.378 4.074 -0.27
O 2.869 11.591 3.056 -0.26
C 1.932 12.648 3.239 -0.13
O 2.659 9.427 2.085 -0.25
C 1.436 9.329 1.355 -0.14
H 3.139 11.879 6.720 0.09
H 3.914 10.315 6.413 0.08
H 4.165 11.687 5.285 0.09
H 2.296 13.316 4.021 0.08
H 0.946 12.272 3.522 0.08
H 1.845 13.211 2.308 0.09
H 1.001 10.322 1.206 0.07
H 0.729 8.693 1.895 0.09
H 1.643 8.881 0.383 0.09

---

No. 4
103
Properties=species:S:1:pos:R:3:lowdin_charge:R:1 method="wB97M-V/def2-TZVPD" smiles="O=CO[C@H](Cl)CCCS.COP(=O)(OC)OC.COP(=O)(OC)OC.COP(=O)(OC)OC.COP(=O)(OC)OC.COP(=O)(OC)OC" orbital_gap_ev=5.083 total_charge=0 total_energy_ha=-5014.3264
O 6.086 3.111 0.517 0.02
C 5.731 2.038 -0.045 -0.30
O 6.620 0.938 0.078 -0.09
C 6.509 0.000 -1.020 -0.59
Cl 6.074 0.809 -2.637 0.63
C 5.587 -1.261 -0.679 -0.18
C 4.028 -1.062 -0.983 -0.27
C 3.223 -0.224 0.131 -0.54
S 1.997 0.943 -0.675 0.65
H 4.710 2.028 -0.548 0.11
H 7.572 -0.415 -1.190 0.13
H 5.706 -1.455 0.456 0.13
H 5.935 -2.248 -1.182 0.11
H 3.790 -0.608 -2.000 0.06
H 3.564 -2.120 -0.997 0.12
H 3.889 0.292 0.908 0.07
H 2.589 -0.982 0.730 0.08
H 2.364 1.184 -1.994 -0.13
C 1.786 3.285 2.977 -0.13
O 0.520 2.787 3.386 -0.32
P -0.897 3.449 2.675 0.74
O -0.512 2.981 1.280 -0.26
O -0.341 4.982 2.931 -0.28
C -0.306 5.481 4.261 -0.14
O -2.381 4.100 2.093 -0.24
C -3.355 4.399 3.090 -0.14
H 2.466 2.438 2.860 0.09
H 1.740 3.837 2.038 0.09
H 2.182 3.938 3.757 0.08
H 0.700 5.851 4.469 0.09
H -0.560 4.708 4.992 0.09
H -1.007 6.312 4.352 0.08
H -3.032 5.245 3.702 0.07
H -3.527 3.526 3.723 0.07
H -4.289 4.665 2.594 0.09
C 9.669 -4.943 -0.237 -0.13
O 9.060 -5.406 -1.433 -0.31
P 7.415 -5.892 -1.388 0.75
O 6.932 -4.505 -0.991 -0.25
O 7.691 -6.802 -0.039 -0.28
C 8.446 -8.000 -0.168 -0.13
O 5.798 -6.485 -1.437 -0.24
C 5.616 -7.727 -2.110 -0.14
H 10.279 -4.071 -0.479 0.10
H 8.942 -4.669 0.529 0.09
H 10.326 -5.723 0.155 0.08
H 9.264 -7.977 0.554 0.09
H 8.860 -8.114 -1.173 0.09
H 7.806 -8.854 0.061 0.08
H 6.072 -8.542 -1.543 0.07
H 6.049 -7.683 -3.111 0.08
H 4.546 -7.921 -2.196 0.09
C 4.853 4.457 -3.727 -0.13
O 3.587 4.124 -4.279 -0.31
P 3.531 3.306 -5.787 0.74
O 4.264 2.089 -5.245 -0.27
O 4.609 4.372 -6.438 -0.28
C 4.178 5.701 -6.703 -0.14
O 3.357 2.563 -7.333 -0.25
C 2.400 3.163 -8.201 -0.14
H 4.827 4.244 -2.657 0.09
H 5.672 3.898 -4.182 0.08
H 5.032 5.526 -3.860 0.08
H 4.873 6.395 -6.226 0.09
H 3.171 5.886 -6.320 0.09
H 4.196 5.878 -7.780 0.08
H 2.742 4.147 -8.528 0.07
H 1.435 3.254 -7.696 0.08
H 2.281 2.527 -9.079 0.09
C -4.361 0.007 1.057 -0.12
O -5.724 0.022 1.455 -0.32
P -6.121 0.603 3.021 0.73
O -5.577 1.987 2.704 -0.26
O -4.938 -0.322 3.702 -0.28
C -5.132 -1.730 3.774 -0.12
O -6.600 1.131 4.590 -0.24
C -7.518 0.281 5.273 -0.13
H -4.301 0.355 0.024 0.10
H -3.730 0.640 1.682 0.08
H -3.988 -1.019 1.095 0.08
H -4.266 -2.225 3.329 0.09
H -6.034 -2.044 3.244 0.07
H -5.202 -2.030 4.821 0.08
H -7.035 -0.658 5.555 0.08
H -8.386 0.077 4.643 0.06
H -7.850 0.787 6.181 0.09
C -9.716 -4.098 0.682 -0.13
O -9.204 -2.827 0.307 -0.30
P -9.423 -1.502 1.375 0.76
O -8.605 -2.190 2.459 -0.25
O -11.019 -1.875 1.560 -0.27
C -11.910 -1.609 0.483 -0.13
O -9.631 -0.141 2.413 -0.28
C -10.080 1.056 1.780 -0.13
H -8.972 -4.855 0.427 0.10
H -9.943 -4.165 1.747 0.09
H -10.623 -4.302 0.109 0.08
H -12.463 -2.523 0.254 0.09
H -11.379 -1.279 -0.413 0.09
H -12.623 -0.841 0.788 0.08
H -11.113 0.947 1.441 0.07
H -9.436 1.302 0.932 0.09
H -10.036 1.870 2.505 0.09

---

No. 5
95
Properties=species:S:1:pos:R:3:lowdin_charge:R:1 method="wB97M-V/def2-TZVPD" spin_multiplicity=2 orbital_gap_ev="10.504 / 5.558" total_charge=0 s2=0.75 total_energy_ha=-2447.9448
C 0.991 -0.484 0.086 -0.30
O 0.279 -1.131 1.085 -0.08
O 2.215 -0.047 0.574 0.10
C 1.187 -1.477 -1.186 -0.47
F -0.085 -1.946 -1.529 0.10
F 1.661 -0.942 -2.301 0.17
F 1.918 -2.579 -0.971 0.17
C -0.684 -0.317 1.871 -0.19
C -0.879 -0.990 3.229 -0.02
H -0.636 -2.049 3.137 0.10
H -0.122 -0.482 3.826 0.07
H -1.917 -0.845 3.530 0.06
H -1.643 -0.552 1.408 0.10
H -0.514 0.750 1.722 0.11
H 0.422 0.399 -0.204 0.17
C -4.702 -1.610 4.685 -0.27
C -4.932 -1.272 3.222 -0.21
O -6.356 -1.041 3.038 -0.08
O -4.719 -2.979 4.885 -0.05
H -5.257 -0.992 5.390 0.13
H -3.666 -1.374 4.928 0.10
H -4.622 -2.144 2.645 0.11
H -4.435 -0.395 2.808 0.10
H -6.830 -1.857 2.862 0.08
H -5.560 -3.416 4.728 0.09
C 1.179 -3.483 -4.419 -0.20
C 1.665 -4.993 -4.418 -0.19
O 0.646 -5.904 -4.915 -0.08
O 1.367 -2.999 -5.762 -0.09
H 1.635 -2.796 -3.707 0.09
H 0.101 -3.334 -4.346 0.12
H 1.725 -5.392 -3.405 0.11
H 2.637 -5.084 -4.903 0.12
H 0.900 -6.100 -5.819 0.07
H 0.973 -3.695 -6.294 0.07
C 0.191 4.426 -2.295 -0.27
C 0.757 3.310 -3.134 -0.26
O 0.075 2.208 -2.665 -0.03
O 0.763 4.542 -1.039 -0.06
H -0.870 4.457 -2.046 0.10
H 0.509 5.364 -2.750 0.12
H 1.835 3.382 -2.985 0.11
H 0.743 3.603 -4.184 0.12
H 0.612 1.890 -1.936 0.05
H 1.030 3.720 -0.620 0.06
C 1.130 3.346 3.332 -0.25
C 2.064 2.433 2.687 -0.26
O 1.956 1.134 3.249 -0.06
O 0.944 4.325 2.338 -0.04
H 1.576 3.709 4.258 0.13
H 0.234 2.854 3.711 0.12
H 3.091 2.738 2.889 0.13
H 2.116 2.314 1.605 0.11
H 2.223 0.655 2.461 0.02
H 1.067 5.183 2.750 0.10
C -4.043 -1.053 -1.211 -0.29
C -4.342 -2.464 -0.655 -0.17
O -5.831 -2.666 -0.554 -0.08
O -4.548 -0.854 -2.470 -0.04
H -2.974 -0.841 -1.202 0.12
H -4.559 -0.334 -0.575 0.11
H -3.815 -2.540 0.296 0.10
H -4.012 -3.223 -1.364 0.12
H -5.963 -2.433 -1.476 0.04
H -5.499 -0.980 -2.515 0.09
C 4.349 1.510 -2.030 -0.21
C 5.455 2.523 -2.455 -0.17
O 5.331 2.857 -3.875 -0.09
O 3.188 2.135 -1.521 -0.08
H 4.625 0.718 -1.334 0.11
H 4.080 0.874 -2.873 0.12
H 6.452 2.124 -2.270 0.11
H 5.450 3.496 -1.964 0.12
H 4.759 3.603 -4.070 0.07
H 2.818 1.474 -0.930 0.03
C 5.036 -1.941 2.310 -0.18
C 4.226 -2.879 1.363 -0.21
O 2.814 -2.988 1.658 -0.08
O 4.844 -0.556 1.910 -0.08
H 6.104 -2.150 2.250 0.12
H 4.571 -2.211 3.258 0.12
H 4.640 -3.882 1.474 0.12
H 4.221 -2.603 0.309 0.11
H 2.346 -2.171 1.474 0.03
H 3.940 -0.389 1.634 0.02
C -2.760 2.272 0.007 -0.25
C -2.836 2.307 1.618 -0.23
O -4.003 2.929 2.016 -0.03
O -2.849 3.544 -0.460 -0.04
H -3.584 1.651 -0.347 0.10
H -1.913 1.745 -0.433 0.10
H -1.954 2.853 1.950 0.11
H -2.823 1.330 2.101 0.08
H -4.159 3.501 1.261 0.08
H -2.765 3.667 -1.408 0.10